Entry 1:
C4H8N4 | the ωB97M-V functional and the def2-TZVPD basis

```
16
Properties=species:S:1:pos:R:3:forces:R:3
C -1.954134 0.493994 -0.194788 -5.24 2.92 3.90
C -1.041459 -0.561059 -0.440970 2.88 -1.60 0.00
N 0.102640 -0.300942 0.549660 -3.98 -2.73 -2.12
C 0.463587 0.935168 0.433094 4.63 5.10 0.62
N 1.641781 1.449839 0.087629 -4.07 1.65 1.43
N 2.485393 0.602965 -0.476250 0.66 -2.22 -0.92
C 2.114664 -0.607425 -0.331693 3.25 -0.29 -1.02
N 1.119622 -1.182783 0.372430 1.36 -1.34 5.71
H -2.777486 0.511162 -0.896818 0.01 0.26 -0.43
H -1.612059 1.597421 0.070664 -1.18 -2.71 -1.40
H -2.562685 0.133767 0.823677 1.48 1.26 -2.25
H -0.600721 -0.553894 -1.475619 -0.39 -0.23 0.85
H -1.521956 -1.523867 -0.183979 0.62 0.34 -0.44
H -0.247528 1.631144 0.705251 -0.47 1.42 0.87
H 2.789336 -1.364846 -0.502739 1.95 -1.37 -1.49
H 1.601008 -1.260650 1.460451 -1.50 -0.44 -3.31
```
Forces are in eV/Å.

Charge ... 0
SMILES ... CCN1C=NN=CN1
Lowest unoccupied orbital energy ... 0.411 eV

Here are the Mulliken charges for atoms 1 to 8, given in e:
1 C -0.9710
2 C -0.1614
3 N 0.0846
4 C -0.2013
5 N -0.4605
6 N -0.3516
7 C -0.0764
8 N -0.5378


Entry 2:
C4H8N4 | the ωB97M-V functional and the def2-TZVPD basis

```
16
Properties=species:S:1:pos:R:3:forces:R:3
C -0.046617 -2.382710 -0.110395 -1.07 -4.60 -1.89
C 0.887334 -1.305909 1.896422 -1.39 0.71 -2.14
C -0.147647 -0.122023 -0.206149 -2.14 4.92 3.75
C -0.224402 2.157038 -0.268728 -1.35 6.69 -0.88
H 0.326536 -2.386370 -1.641991 -1.15 -0.68 4.69
H -1.478857 -2.625044 -0.005397 4.48 0.92 -0.47
H 0.488596 -3.247157 0.620013 -1.54 1.87 -2.88
H 0.056847 -1.740434 2.462783 0.60 -1.13 -0.22
H 1.932294 -1.740083 1.923979 -1.59 0.58 0.11
H 0.694871 -0.319834 2.210334 1.21 1.66 0.73
H 0.430816 -0.445239 -2.025858 -0.72 -1.24 -0.18
H -0.034500 0.965230 -1.874539 -2.25 -1.77 1.02
N 0.407061 -1.175287 0.422768 -0.75 -0.44 0.22
N -0.418391 -0.053060 -1.587994 3.96 2.01 -0.28
N -0.663796 0.996419 0.649678 4.57 -0.17 -5.96
N -0.071819 3.297721 -0.846769 -0.88 -9.34 4.37
```
Forces are in eV/Å.

Charge ... 0
Lowest unoccupied orbital energy ... -0.001 eV

Here are the Mulliken charges for atoms 1 to 8, given in e:
1 C -0.7889
2 C -1.1186
3 C 0.4678
4 C 0.3306
5 H 0.2291
6 H 0.2414
7 H 0.3138
8 H 0.4060


Entry 3:
C4H8N4 | the ωB97M-V functional and the def2-TZVPD basis

```
16
Properties=species:S:1:pos:R:3:forces:R:3
H 2.573568 0.290699 0.009072 0.90 -0.39 0.55
N 2.002122 1.091264 0.202500 -3.12 0.83 -1.46
C 0.846288 0.678806 -0.305255 7.20 1.42 1.52
N -0.246683 1.362534 -0.703479 -0.36 5.72 2.89
N -1.447513 0.984260 0.041670 -2.29 -2.51 -3.06
C -1.705384 -0.525116 0.346804 0.18 2.38 2.29
C -0.283832 -0.939967 0.664025 -0.88 -2.59 2.96
N 0.602469 -1.983971 0.127525 0.69 -0.11 0.28
C 0.547733 -0.644431 -0.503300 -0.79 -3.80 -2.75
H -0.038844 2.401527 -0.129652 -0.60 -3.12 -2.93
H -1.290079 1.443814 0.849642 -0.09 1.25 3.72
H -2.470543 -0.400243 1.329277 1.87 -0.91 -2.98
H -2.044104 -1.059823 -0.556569 -0.46 0.39 0.60
H 0.198177 -0.977541 1.752273 -1.48 1.81 -2.27
H 0.041603 -2.393741 -0.589641 0.03 -1.51 -0.46
H 0.228629 -0.899054 -1.555566 -0.80 1.12 1.13
```
Forces are in eV/Å.

Charge ... 0
SMILES ... [H]/N=C1/NNC[C@H]2N[C@H]12
Lowest unoccupied orbital energy ... 0.782 eV

Here are the Mulliken charges for atoms 1 to 8, given in e:
1 H 0.2762
2 N -0.8600
3 C 0.3056
4 N -0.3617
5 N -0.4437
6 C -0.3458
7 C 0.1682
8 N -0.6385


Entry 4:
C4H8N4 | the ωB97M-V functional and the def2-TZVPD basis

```
16
Properties=species:S:1:pos:R:3:forces:R:3
C -0.890497 0.126603 -1.819738 -3.59 -1.83 -5.52
C -0.542884 0.903819 0.440905 0.17 0.98 -1.07
C -1.620894 -0.622023 -4.114686 -1.23 -0.08 -2.09
C 2.103168 -0.300064 3.679091 -4.33 2.50 -1.24
N -0.602232 0.527908 -0.698048 0.64 0.07 1.27
N -0.193034 1.347906 1.457143 -0.04 1.66 3.82
N -1.421970 -0.196281 -2.829294 3.61 1.30 5.42
N 1.546399 -0.444905 2.529007 0.43 -0.95 -1.25
H -1.563919 -1.699140 -4.205859 0.54 -0.26 0.12
H -2.690185 -0.429888 -4.223650 0.02 0.28 -1.01
H -0.957237 -0.074722 -4.818991 -0.66 -0.41 0.36
H 3.031015 -0.536203 4.048885 2.26 -1.28 0.19
H 2.027760 -0.974599 1.751138 -0.55 0.61 1.18
H 1.458489 0.345629 4.284756 0.51 -0.42 0.60
H -0.260967 2.008795 2.286234 -0.30 -1.03 -1.92
H 0.576988 0.017166 2.233107 2.53 -1.15 1.14
```
Forces are in eV/Å.

Charge ... +2
Lowest unoccupied orbital energy ... -8.359 eV

Here are the Mulliken charges for atoms 1 to 8, given in e:
1 C 0.3975
2 C 0.4367
3 C -0.5995
4 C 0.0172
5 N -0.1901
6 N -0.3704
7 N 0.0241
8 N -0.1744


Entry 5:
C4H8N4O | the ωB97M-V functional and the def2-TZVPD basis

```
17
Properties=species:S:1:pos:R:3:forces:R:3
C 1.989468 -0.320877 -0.020689 1.28 4.10 3.05
C -0.245293 -0.070256 0.025316 -2.54 -1.78 5.21
C -1.581904 -0.208961 0.895843 1.93 -0.63 4.57
C -2.848951 -0.198832 0.297205 -2.07 -2.03 -5.82
H 1.189654 1.583289 1.032484 4.96 -2.01 -2.20
H 3.243027 1.464034 0.818070 -3.72 -1.45 -1.20
H 2.307568 -1.883661 -0.751349 0.36 -0.84 -0.21
H -1.151035 1.390770 -1.117036 2.71 -1.47 0.87
H 0.672524 1.081683 -1.259533 -1.47 0.49 0.63
H -1.625201 -1.040907 1.840190 0.74 1.99 -2.83
H -1.747260 0.732812 1.522395 0.98 -0.59 -0.27
H -3.831023 -0.496179 1.190498 2.32 1.27 -3.27
N 2.221054 1.125050 0.434834 -0.35 0.81 1.76
N 2.842457 -1.040664 -0.593976 -0.35 0.46 -0.35
N 0.770986 -0.644346 0.531978 -0.83 -2.14 -1.02
N -0.217401 0.984573 -0.706740 -1.38 3.82 -4.96
O -2.782231 -0.126323 -1.015555 -2.57 -0.02 6.05
```
Forces are in eV/Å.

Charge ... 0
Lowest unoccupied orbital energy ... 0.238 eV

Here are the Mulliken charges for atoms 1 to 8, given in e:
1 C 0.4850
2 C 0.5400
3 C -0.5389
4 C 0.0929
5 H 0.2725
6 H 0.2478
7 H 0.2828
8 H 0.2777


Entry 6:
C4H8N6O2 | the ωB97M-V functional and the def2-TZVPD basis

```
20
Properties=species:S:1:pos:R:3:forces:R:3
O 1.905526 1.408713 2.346338 0.33 0.31 0.70
C 1.811112 0.957986 1.030878 -0.37 0.01 -0.51
C 3.098946 0.348286 0.549525 0.34 -0.06 0.08
N 2.934038 -0.736592 -0.099349 0.11 0.47 0.00
N 1.557795 -0.977943 -0.219023 -0.02 0.37 0.30
C 0.887903 -0.248817 0.880006 -0.24 -0.02 -0.65
H 1.079230 1.819218 2.614504 -0.03 0.07 -0.08
H 1.527636 1.782363 0.343598 -0.02 -0.28 0.22
H 4.083864 0.803289 0.708034 -0.42 -0.35 -0.13
H 1.418293 -1.966417 -0.189819 -0.07 -0.55 -0.05
H 0.896161 -0.832813 1.806390 0.05 0.11 0.08
H -0.143094 0.019586 0.609954 0.35 -0.11 0.07
N -2.737391 -1.703174 -1.708956 -0.47 0.83 0.77
C -2.691117 -0.353254 -1.404382 0.17 -0.80 -0.16
N -3.653308 0.433592 -1.025948 -0.64 -0.39 -0.16
N -3.066211 1.640704 -0.909792 0.40 0.44 0.22
N -1.844806 1.618506 -1.147721 -0.32 -0.10 -0.16
O -1.547042 0.269805 -1.513172 0.58 0.15 -0.04
H -3.592649 -2.098840 -1.324172 0.19 -0.02 -0.26
H -1.924887 -2.184199 -1.346894 0.08 -0.08 -0.24
```
Forces are in eV/Å.

Charge ... 0
SMILES ... O[C@H]1C=NNC1.Nc1nnno1
Lowest unoccupied orbital energy ... 0.373 eV

Here are the Mulliken charges for atoms 1 to 8, given in e:
1 O -0.5544
2 C 0.3197
3 C -0.2320
4 N -0.5977
5 N -0.1243
6 C -0.4432
7 H 0.3366
8 H 0.2056


Entry 7:
C4H8NO | the ωB97M-V functional and the def2-TZVPD basis

```
14
Properties=species:S:1:pos:R:3:forces:R:3
C -0.307793 1.186347 -0.550742 0.88 0.69 -0.79
C 0.132303 -1.193567 -0.341311 -3.68 -4.81 -0.93
C 0.587681 0.821946 0.618287 -1.20 -2.25 -4.25
C -0.973602 -0.091794 -0.207825 3.05 1.97 1.23
N 1.265881 -0.559732 0.226415 1.17 5.03 -1.22
O -2.118321 -0.221439 0.434628 -0.04 -0.95 0.10
H -0.880474 2.161752 -0.512894 0.71 -1.33 0.29
H 0.359135 1.169414 -1.448365 -1.10 0.12 0.14
H -0.194484 -2.197671 0.246109 0.96 2.53 -1.10
H 0.253865 -1.567294 -1.429458 0.09 0.86 1.67
H 0.518243 1.007978 1.590908 -0.33 0.62 3.85
H 1.808946 -0.879666 0.968935 0.15 -1.67 2.12
H 2.045870 -0.237722 -0.382320 -0.81 -0.70 -0.59
H -2.497255 0.601448 0.787629 0.16 -0.09 -0.52
```
Forces are in eV/Å.

Charge ... +1
Lowest unoccupied orbital energy ... -3.917 eV

Here are the Mulliken charges for atoms 1 to 8, given in e:
1 C -0.3323
2 C -0.5280
3 C -0.6846
4 C 0.5092
5 N -0.0981
6 O -0.4702
7 H 0.3490
8 H 0.1680


Entry 8:
C4H8NO | the ωB97M-V functional and the def2-TZVPD basis

```
14
Properties=species:S:1:pos:R:3:forces:R:3
C 0.588749 -1.923463 0.709070 -3.66 -2.20 1.02
C 0.383176 0.478467 -0.014803 0.82 -0.32 0.41
C -0.045172 -1.599458 -1.124111 -0.14 0.02 0.87
C -0.478712 1.629403 -0.147474 -3.60 -1.78 -1.51
N -0.250055 -0.797305 0.188790 -1.40 0.59 -1.56
O 0.950306 -2.352394 -0.570001 0.05 0.36 -0.93
H 1.315539 -1.606605 1.364583 1.99 0.57 1.12
H -0.130762 -2.693209 1.198766 1.33 1.26 -0.63
H 1.439031 0.469282 0.178925 0.24 0.10 -0.19
H -0.117938 -1.288436 -2.163508 0.21 0.29 0.32
H -1.186298 1.498443 -1.070272 1.54 0.45 0.71
H -0.058778 2.595132 -0.161136 0.59 0.88 0.14
H -1.343681 1.504943 0.547661 0.73 0.63 0.49
H -1.249026 -0.631595 0.512061 1.31 -0.85 -0.27
```
Forces are in eV/Å.

Charge ... +1
Lowest unoccupied orbital energy (alpha / beta) ... -4.750 / -4.873 eV

Here are the Mulliken charges for atoms 1 to 8, given in e:
1 C -0.2061
2 C -0.1062
3 C -0.1378
4 C -1.1575
5 N -0.0211
6 O -0.2468
7 H 0.3656
8 H 0.3075


Total energy: -10232.4227, -10230.3005, -10230.7946, -10217.3540, -12280.6214, -17309.9296, -7804.2631, -7802.8086 (eV)
Max |F|: 0.139, 0.201, 0.146, 0.133, 0.128, 0.024, 0.119, 0.086 (Eh/bohr)
Energy above the lowest of the compared OMol25 structures with the same formula, charge and spin: 5.819, 7.942, 7.447, 3.286, 5.816, 0.200, 3.840, 5.294 (eV)